Arrangement A

12
Properties=species:S:1:pos:R:3:nbo_charge:R:1 method="wB97M-V/def2-TZVPD" lumo_ha=0.007 smiles="N[C@H](P)C(=O)O" mol_weight_g_mol=107.0 total_charge=0
N -0.25671 1.38357 -0.19870 -0.872
C -0.06055 0.11032 -0.70246 -0.243
P -1.67685 -0.96716 0.34822 0.181
C 1.17918 -0.66174 -0.15303 0.749
O 1.53622 -1.77925 -0.47308 -0.595
O 1.76998 0.05017 0.79015 -0.686
H -1.03720 1.38427 0.36890 0.376
H -0.22738 2.07253 -0.92560 0.386
H -0.22344 -0.04212 -1.72056 0.215
H -1.19682 -0.29330 1.51861 -0.022
H -1.19925 -2.22499 0.26821 0.000
H 1.39280 0.96773 0.87933 0.510



Arrangement B

12
Properties=species:S:1:pos:R:3:nbo_charge:R:1 method="wB97M-V/def2-TZVPD" lumo_ha=0.023 smiles="N[C@H](P)C(=O)O" mol_weight_g_mol=107.0 total_charge=0
N -0.70161 1.22176 -0.29114 -0.878
C -0.10981 -0.12745 -0.57082 -0.429
P -1.24115 -1.37204 0.21164 0.327
C 1.30672 -0.22957 -0.12876 0.763
O 1.97638 -1.04718 -0.70228 -0.573
O 1.63328 0.59853 0.89834 -0.698
H -1.62325 1.24530 0.09054 0.379
H -0.56396 1.95378 -0.94760 0.385
H -0.17328 -0.50773 -1.71335 0.238
H -1.07345 -0.80816 1.52367 -0.031
H -0.28702 -2.27269 0.59005 -0.007
H 0.85715 1.34545 1.03969 0.523



Arrangement C

12
Properties=species:S:1:pos:R:3:nbo_charge:R:1 method="wB97M-V/def2-TZVPD" lumo_ha=0.014 smiles="CC(=O)N=[PH2]O" mol_weight_g_mol=107.0 total_charge=0
C -1.58195 -0.59924 0.21153 -0.728
C -1.18277 0.84145 0.06030 0.670
O -1.92342 1.79464 -0.01070 -0.567
N 0.19995 1.08141 0.13965 -1.057
P 1.31277 -0.02226 -0.01360 1.627
O 2.78715 0.63613 0.09353 -0.936
H -1.72065 -1.00781 -0.82771 0.239
H -2.63165 -0.79423 0.54707 0.247
H -0.92195 -1.07881 0.78925 0.198
H 1.19773 -0.85081 -1.16825 -0.094
H 1.45169 -1.06309 0.87778 -0.102
H 3.01310 1.06263 -0.69884 0.504



Arrangement D

12
Properties=species:S:1:pos:R:3:nbo_charge:R:1 method="wB97M-V/def2-TZVPD" lumo_ha=0.012 smiles="CN(O)[PH2]=C=O" mol_weight_g_mol=107.0 total_charge=0
C 0.66992 1.01715 0.21837 -0.421
N -0.00458 -0.12882 -0.35839 -0.449
O 0.63838 -1.33289 -0.03158 -0.599
P -1.70178 -0.29683 0.01022 0.520
C -3.73206 -0.06369 0.22188 0.391
O -4.36894 0.84565 -0.06406 -0.479
H 0.93843 0.72957 1.18475 0.186
H 1.45705 1.34240 -0.30301 0.197
H 0.04148 1.85597 0.12295 0.211
H 0.24362 -2.07500 -0.56006 0.475
H -1.26568 -1.01956 1.28747 -0.012
H -2.02392 -1.50424 -0.72468 -0.019



Which one sits at the top of the stability order? arrangement C does.



Arrangement A

16
Properties=species:S:1:pos:R:3:nbo_charge:R:1 method="wB97M-V/def2-TZVPD" lumo_ha=0.025 smiles=ClCCCl.ClCCCl mol_weight_g_mol=197.9 total_charge=0
Cl -3.45041 -3.94246 0.86268 -0.074
C -4.59906 -2.89517 -0.13219 -0.363
C -4.09164 -1.47185 -0.22163 -0.396
Cl -5.26817 -0.31355 -0.90237 -0.047
H -5.59125 -2.97758 0.31151 0.221
H -4.84110 -3.24555 -1.13556 0.219
H -3.20845 -1.43990 -0.85965 0.219
H -3.75073 -1.19550 0.77612 0.222
Cl 6.11306 2.50590 1.52455 -0.054
C 4.98050 1.83694 0.32315 -0.398
C 3.73303 2.66203 -0.01791 -0.361
Cl 2.63575 1.58599 -0.98901 -0.078
H 4.71019 0.85361 0.70798 0.224
H 5.56488 1.61498 -0.56978 0.219
H 3.90874 3.58679 -0.56751 0.226
H 3.15473 2.83525 0.88965 0.221



Arrangement B

16
Properties=species:S:1:pos:R:3:nbo_charge:R:1 method="wB97M-V/def2-TZVPD" lumo_ha=0.019 smiles=ClCCCl.ClCCCl mol_weight_g_mol=197.9 total_charge=0
Cl 0.08719 3.23710 0.89619 -0.059
C -0.55568 2.25964 -0.45302 -0.387
C 0.49818 1.95580 -1.47494 -0.381
Cl 1.04056 3.42456 -2.35947 -0.073
H -1.38372 2.82296 -0.87340 0.224
H -0.91812 1.32209 -0.03320 0.217
H 0.12863 1.26495 -2.22954 0.220
H 1.38730 1.54122 -1.01169 0.234
Cl 1.48533 -0.83994 0.49181 -0.067
C 0.18965 -2.04893 0.23102 -0.379
C -0.47461 -2.44698 1.52763 -0.403
Cl 0.60848 -3.32583 2.61013 -0.037
H 0.66350 -2.91044 -0.23106 0.226
H -0.53451 -1.60491 -0.44699 0.218
H -1.34137 -3.07354 1.31131 0.223
H -0.88081 -1.57775 2.04522 0.223



Which one sits at the top of the stability order? arrangement B does.



Arrangement A

14
Properties=species:S:1:pos:R:3:nbo_charge:R:1 method="wB97M-V/def2-TZVPD" lumo_ha=0.020 smiles=O[C@H]1COOC1(O)O mol_weight_g_mol=122.1 total_charge=0
O 1.22462 1.52940 0.20837 -0.713
C 0.74258 0.31218 -0.34124 0.040
C 1.21800 -1.01502 0.24321 -0.126
O 0.12132 -1.88706 0.36957 -0.242
O -1.03155 -1.20031 -0.25028 -0.288
C -0.84647 0.18607 -0.17004 0.709
O -1.56426 0.70364 -1.26143 -0.710
O -1.16701 0.86795 1.06542 -0.742
H 0.67229 1.82458 1.03845 0.504
H 0.91082 0.34506 -1.37471 0.194
H 1.94600 -1.57878 -0.22586 0.193
H 1.75114 -0.93028 1.30101 0.185
H -1.82709 0.06316 -1.88094 0.494
H -2.15040 0.77941 1.27849 0.502



Arrangement B

14
Properties=species:S:1:pos:R:3:nbo_charge:R:1 method="wB97M-V/def2-TZVPD" lumo_ha=0.021 smiles="CC(O)(O)OC(=O)O" mol_weight_g_mol=122.1 total_charge=0
C -1.74478 -0.58207 0.78284 -0.664
C -0.69327 0.09674 -0.04426 0.787
O -1.17878 0.97819 -0.91656 -0.691
O 0.22085 -0.93263 -0.92651 -0.775
O 0.37918 0.55684 0.70753 -0.559
C 1.50766 0.52041 -0.22501 1.017
O 1.57406 1.30631 -1.13780 -0.645
O 2.56561 0.03842 0.45517 -0.680
H -2.24921 0.18080 1.37332 0.243
H -1.27988 -1.29205 1.46143 0.229
H -2.46869 -1.05866 0.12788 0.241
H -0.43918 1.37480 -1.41973 0.517
H 0.45497 -1.70277 -0.39074 0.475
H 3.35147 0.51566 0.15244 0.505



Which one sits at the top of the stability order? arrangement B does.



Arrangement A

27
Properties=species:S:1:pos:R:3:nbo_charge:R:1 method="wB97M-V/def2-TZVPD" lumo_ha=-0.136 mol_weight_g_mol=154.2 total_charge=+1
C 0.47239 -0.16798 0.30111 -0.046
C -0.17323 -1.36408 -0.02382 0.211
C -1.47020 0.87822 0.17750 0.396
C 0.56591 -2.65371 -0.15654 -0.640
C -1.94082 2.23336 0.39360 -0.736
C 2.83553 -0.23419 1.03927 -0.656
C -3.55231 -0.30708 -0.19161 -0.429
C 1.61054 0.48271 0.56093 -0.004
N -1.46243 -1.39384 -0.19655 -0.293
N -2.11239 -0.20453 -0.05311 -0.183
N 2.40394 1.08489 -1.35898 -0.975
H -0.05092 -3.36870 -0.69517 0.259
H 1.51000 -2.51000 -0.67630 0.222
H 0.77516 -3.05175 0.83598 0.248
H -2.53684 2.27370 1.30898 0.266
H -1.11671 2.93646 0.48403 0.255
H -2.58615 2.54243 -0.43294 0.261
H 2.66486 -0.55464 2.06816 0.254
H 3.05254 -1.11902 0.44671 0.230
H 3.69539 0.42815 1.03365 0.236
H -3.81130 -1.36258 -0.22255 0.260
H -4.04202 0.17203 0.65663 0.225
H -3.87981 0.17566 -1.11262 0.229
H 1.55308 1.52983 0.82189 0.243
H 3.37101 1.37429 -1.26267 0.390
H 1.86649 1.86217 -1.72606 0.389
H 2.35829 0.31821 -2.01952 0.389



Arrangement B

27
Properties=species:S:1:pos:R:3:nbo_charge:R:1 method="wB97M-V/def2-TZVPD" lumo_ha=-0.146 smiles="CCCC[C@@]1(C)CN1N=C=[NH2+]" mol_weight_g_mol=154.2 total_charge=+1
C -2.96007 1.15763 0.42959 -0.596
C -2.12357 0.52813 -0.67269 -0.424
C -0.69050 1.00721 -0.64236 -0.408
C 0.03701 0.17944 0.39229 -0.372
C 0.48683 -1.22810 0.11815 0.085
C 0.07140 -2.42954 0.92653 -0.652
C 1.01915 -1.63555 -1.24077 -0.218
N 1.97803 -1.39876 -0.21105 -0.192
N 2.67268 -0.31357 -0.23737 -0.092
C 2.67798 0.83907 0.05607 0.589
N 3.10885 1.99162 0.38724 -0.764
H -4.01377 0.68962 0.62515 0.233
H -3.16077 2.27183 0.23220 0.211
H -2.44856 1.05385 1.33188 0.185
H -2.59473 0.91918 -1.50214 0.220
H -2.31224 -0.47066 -0.56753 0.207
H -0.20965 0.94255 -1.70962 0.209
H -0.75067 2.09294 -0.39556 0.229
H -0.49594 0.27404 1.38444 0.260
H 1.05764 0.82895 0.65138 0.178
H 0.76555 -3.40428 1.02674 0.262
H -0.83244 -2.98641 0.58871 0.249
H -0.03007 -2.06723 1.97317 0.235
H 0.88868 -2.68874 -1.37422 0.239
H 1.11049 -0.92496 -2.12163 0.233
H 2.69059 2.79591 -0.09269 0.452
H 4.05811 1.97584 0.64410 0.443



Which one sits at the top of the stability order? arrangement A does.



Arrangement A

8
Properties=species:S:1:pos:R:3:nbo_charge:R:1 method="wB97M-V/def2-TZVPD" lumo_ha=-0.172 smiles="NC=[NH2+]" mol_weight_g_mol=45.1 total_charge=+1
N 1.19158 -0.11802 0.01596 -0.721
C -0.01363 0.54106 0.02402 0.414
N -1.18610 -0.10099 -0.08778 -0.697
H 2.07284 0.21815 -0.11292 0.432
H 1.31291 -1.20371 0.11634 0.434
H 0.08780 1.57064 0.16733 0.237
H -1.90102 0.62856 -0.06049 0.452
H -1.21788 -1.10201 0.03523 0.450



Arrangement B

8
Properties=species:S:1:pos:R:3:nbo_charge:R:1 method="wB97M-V/def2-TZVPD" lumo_ha="-0.231 / -0.231" mol_weight_g_mol=45.1 total_charge=+1
C -0.49577 -0.26767 0.28791 0.362
N 0.39589 -0.74322 1.02739 -0.656
N 0.29197 1.26316 -0.94412 -0.641
H -1.45400 -0.63334 0.00154 0.233
H 0.33609 -1.75610 1.37752 0.472
H 1.25281 -0.09610 1.18970 0.490
H -0.42251 1.82008 -0.60784 0.369
H 0.22534 0.69958 -1.74430 0.371



Which one sits at the top of the stability order? arrangement A does.



Arrangement A

18
Properties=species:S:1:pos:R:3:nbo_charge:R:1 method="wB97M-V/def2-TZVPD" lumo_ha=0.024 smiles=O[C@@H]1CCC[C@H]2O[C@H]12 mol_weight_g_mol=114.1 total_charge=0
O -0.58762 1.51648 -1.62330 -0.707
C -0.97949 0.76431 -0.49422 0.067
C 0.04352 1.16494 0.59034 -0.428
C 0.76936 -0.00405 1.40917 -0.388
C 1.13552 -1.23522 0.37730 -0.430
C 0.37707 -1.01948 -0.87396 0.035
O -0.73452 -1.61834 -1.64097 -0.446
C -0.97501 -0.67145 -0.61952 -0.005
H -1.57501 1.56316 -2.25856 0.475
H -1.95480 1.16488 -0.04186 0.153
H 0.77184 1.65236 -0.08209 0.231
H -0.38026 1.84168 1.39622 0.219
H 0.11635 -0.36014 2.21336 0.202
H 1.75743 0.31329 1.77836 0.218
H 2.25189 -1.43005 0.33189 0.212
H 0.67135 -2.09548 0.94332 0.215
H 0.90663 -0.35654 -1.47183 0.187
H -1.61423 -1.19034 0.06635 0.189



Arrangement B

18
Properties=species:S:1:pos:R:3:nbo_charge:R:1 method="wB97M-V/def2-TZVPD" lumo_ha=0.037 smiles=CO[C@@H]1OC[C@H]2C[C@@H]21 mol_weight_g_mol=114.1 total_charge=0
C 0.63448 -0.52390 -2.64283 -0.275
O -0.07616 0.22208 -1.66107 -0.551
C 0.66962 0.16768 -0.37700 0.323
O 0.56198 -1.19955 0.27568 -0.586
C -0.40990 -1.10394 1.31370 -0.125
C -1.18418 0.10863 1.07844 -0.246
C -0.95493 1.45599 1.54366 -0.389
C 0.31595 0.92335 0.85245 -0.260
H 0.56391 -1.65083 -2.41477 0.202
H 0.13859 -0.00580 -3.63478 0.208
H 1.75161 -0.21408 -2.62881 0.170
H 1.80878 0.31462 -0.46432 0.191
H 0.09190 -1.14690 2.32360 0.190
H -1.04361 -1.99250 1.01227 0.210
H -1.80823 0.14765 0.07526 0.235
H -0.55812 1.60272 2.55750 0.232
H -1.60919 2.37272 1.17528 0.249
H 1.10749 0.52205 1.61574 0.220



Arrangement C

18
Properties=species:S:1:pos:R:3:nbo_charge:R:1 method="wB97M-V/def2-TZVPD" lumo_ha=0.035 mol_weight_g_mol=114.1 total_charge=0
C -0.72338 -0.68336 -1.11975 -0.349
C -0.60451 0.65672 -1.48987 0.135
O 0.09636 1.85047 -1.18240 -0.522
C 0.86523 1.95414 0.10763 -0.074
C 0.33169 0.74601 0.76921 -0.134
O 0.68023 -0.09366 1.78936 -0.504
C -0.18967 -1.19833 1.46055 -0.081
C -0.13073 -1.55792 -0.05884 -0.490
H -1.08082 -1.26218 -2.01598 0.221
H -1.11128 0.93342 -2.39255 0.196
H 0.46162 2.90683 0.36333 0.190
H 1.96529 2.07039 -0.26271 0.200
H -0.75337 0.87178 0.80732 0.175
H 0.70826 0.19521 -0.08588 0.210
H 0.18857 -2.14093 1.97714 0.203
H -1.23191 -1.00930 1.80155 0.177
H -0.53063 -2.58668 -0.24002 0.236
H 1.05906 -1.65259 -0.22809 0.211



Which one sits at the top of the stability order? arrangement A does.